{
  "formula": "C40H50Cl2N6O10S2SiV",
  "method": "the ωB97M-V functional and the def2-TZVPD basis",
  "elements": ["V", "Cl", "Cl", "S", "S", "Si", "O", "O", "O", "O", "O", "O", "O", "O", "O", "O", "N", "N", "N", "N", "N", "N", "C", "C", "C", "C", "C", "C", "C", "C", "C", "C", "C", "C", "C", "C", "C", "C", "C", "C", "C", "C", "C", "C", "C", "C", "C", "C", "C", "C", "C", "C", "C", "C", "C", "C", "C", "C", "C", "C", "C", "C", "H", "H", "H", "H", "H", "H", "H", "H", "H", "H", "H", "H", "H", "H", "H", "H", "H", "H", "H", "H", "H", "H", "H", "H", "H", "H", "H", "H", "H", "H", "H", "H", "H", "H", "H", "H", "H", "H", "H", "H", "H", "H", "H", "H", "H", "H", "H", "H", "H", "H"],
  "positions_angstrom": [[-0.356, -0.021, -0.338], [-0.361, -7.135, 2.342], [1.538, -3.660, -1.253], [-0.759, 2.687, -2.540], [-0.431, 1.059, 1.644], [1.569, 0.940, 2.372], [5.582, 3.011, -1.704], [-0.198, -1.686, 0.163], [1.497, 1.136, 3.994], [0.545, -0.603, -2.443], [6.672, 2.669, -3.513], [1.430, 0.562, -0.822], [2.177, -0.511, 1.960], [2.541, 2.092, 1.778], [0.652, 2.564, -2.765], [-1.316, 3.959, -2.172], [-1.925, -2.442, -2.453], [5.757, 2.446, -2.756], [-1.152, 1.565, -1.437], [-2.446, 0.165, -0.391], [-1.956, -3.849, -2.186], [-1.916, -2.213, 2.148], [0.480, -3.958, 0.073], [5.066, 0.633, -4.258], [-0.356, -5.528, 1.679], [-4.792, 1.480, -0.741], [-3.263, 2.548, -5.690], [-3.693, 0.882, -7.525], [3.000, -0.531, -3.894], [-1.613, 2.160, -4.000], [3.545, -0.923, 1.902], [4.279, -0.421, 3.137], [1.505, 0.058, -2.009], [4.163, -0.350, -4.628], [-2.776, -3.689, 3.829], [4.186, -0.376, 0.636], [-2.956, 1.331, -6.293], [-1.282, 0.946, -4.586], [-3.640, 2.037, -1.261], [-2.599, 2.967, -4.548], [-2.695, -2.444, 3.173], [-1.141, -3.229, 1.694], [0.401, -0.946, 4.631], [-0.567, 1.285, 5.228], [4.786, 1.408, -3.146], [3.646, 1.244, -2.389], [3.305, 4.100, 0.819], [0.443, -5.255, 0.616], [1.580, 0.542, 6.267], [-0.272, -2.945, 0.601], [-1.175, -4.524, 2.255], [1.302, 4.112, 2.313], [0.718, 0.495, 5.014], [-4.765, 0.272, -0.039], [3.516, -2.443, 1.872], [-1.957, 0.541, -5.726], [-2.025, -4.727, 3.362], [-2.456, 1.325, -1.069], [2.670, 3.495, 2.059], [3.576, 3.653, 3.270], [-3.552, -0.356, 0.135], [2.746, 0.263, -2.785], [4.252, 3.609, 0.600], [-2.522, -2.189, -3.242], [3.451, 1.861, -1.522], [3.141, 3.154, 4.136], [-2.006, -4.402, -3.043], [-0.191, -1.415, 5.419], [2.999, -2.785, 0.975], [1.057, 0.092, 7.112], [2.989, -2.828, 2.747], [0.843, 3.686, 3.209], [2.511, -0.001, 6.101], [-5.665, -0.158, 0.372], [2.644, 3.975, -0.040], [4.240, 0.669, 3.193], [3.714, 4.710, 3.504], [5.165, -0.834, 0.491], [-1.699, -0.403, -6.191], [-0.336, 2.317, 5.493], [-3.245, -0.014, -7.950], [1.822, 1.575, 6.515], [2.276, -1.285, -4.173], [-3.635, 2.990, -1.768], [-0.174, -0.984, 3.701], [-4.029, 3.180, -6.122], [-4.736, 0.659, -7.294], [-0.967, -2.174, -2.675], [5.326, -0.723, 3.096], [4.367, -0.970, -5.489], [-3.425, -1.276, 0.695], [4.303, 0.710, 0.688], [-3.433, -3.808, 4.679], [-2.787, -4.047, -1.639], [-1.178, 1.284, 4.325], [-1.147, 0.841, 6.039], [1.068, -6.023, 0.183], [1.317, -1.523, 4.493], [-2.828, 3.916, -4.084], [5.976, 0.809, -4.812], [4.530, -2.846, 1.865], [3.558, -0.613, -0.222], [1.402, 5.188, 2.459], [3.837, -0.832, 4.046], [-5.732, 2.000, -0.869], [-3.300, -1.612, 3.517], [4.555, 3.216, 3.066], [3.491, 5.165, 0.964], [-2.067, -5.703, 3.826], [-3.689, 1.660, -8.289], [-0.506, 0.329, -4.153], [0.642, 3.937, 1.463]],
  "atomic_forces_ev_per_a": [[0.30, -0.07, 0.21], [-0.01, 0.05, -0.01], [0.00, 0.07, -0.09], [-0.09, 0.01, 0.08], [-0.05, -0.16, -0.29], [0.00, 0.02, 0.10], [-0.13, 0.21, 0.48], [-0.01, -0.07, -0.37], [-0.04, 0.16, -0.06], [-0.18, -0.04, 0.12], [0.38, 0.05, -0.34], [-0.14, 0.01, -0.09], [-0.41, 0.03, -0.18], [0.04, -0.10, 0.01], [0.07, 0.00, -0.03], [-0.02, 0.02, 0.01], [-0.04, 0.02, -0.22], [-0.19, -0.19, -0.09], [-0.18, -0.14, 0.05], [0.16, 0.04, 0.14], [-0.05, -0.07, -0.20], [0.01, -0.14, 0.11], [0.15, 0.10, -0.04], [0.02, -0.01, -0.05], [-0.02, -0.03, 0.08], [-0.01, 0.01, 0.01], [0.01, -0.02, 0.00], [0.01, 0.01, 0.02], [0.00, 0.01, -0.06], [0.01, 0.02, -0.04], [0.19, 0.00, 0.14], [0.15, -0.01, 0.06], [-0.07, 0.03, 0.22], [-0.03, -0.01, 0.00], [-0.02, 0.00, 0.02], [0.05, 0.04, -0.06], [-0.01, 0.00, 0.00], [-0.01, 0.00, 0.00], [0.00, -0.02, -0.02], [0.01, -0.05, -0.02], [0.07, -0.05, -0.03], [-0.12, 0.04, 0.04], [0.00, -0.03, -0.06], [0.01, 0.03, -0.01], [-0.03, -0.03, 0.01], [0.00, 0.02, 0.05], [-0.02, 0.02, -0.06], [0.04, -0.06, -0.05], [0.00, -0.05, 0.03], [-0.05, 0.40, 0.09], [-0.01, -0.01, 0.01], [-0.02, 0.02, 0.02], [0.02, -0.06, 0.02], [-0.03, 0.07, -0.04], [-0.02, -0.03, -0.02], [-0.02, 0.02, 0.01], [-0.01, -0.02, 0.02], [0.18, -0.21, -0.04], [-0.07, 0.05, -0.01], [0.02, 0.00, 0.04], [0.02, -0.03, -0.06], [0.04, 0.03, 0.04], [0.05, -0.02, 0.00], [0.21, -0.05, 0.18], [0.00, -0.03, -0.04], [0.00, 0.00, 0.00], [-0.02, 0.15, 0.22], [-0.01, -0.02, 0.02], [0.01, -0.01, 0.02], [0.00, -0.01, 0.01], [0.00, 0.00, 0.00], [0.00, 0.00, -0.01], [0.00, 0.00, 0.01], [-0.02, 0.00, 0.00], [-0.01, 0.00, 0.00], [0.03, -0.05, 0.01], [0.01, 0.02, 0.01], [0.08, 0.01, -0.02], [0.00, -0.02, -0.01], [0.01, 0.02, -0.01], [0.01, -0.01, 0.00], [0.01, 0.01, 0.00], [0.00, -0.01, 0.01], [0.00, -0.01, 0.00], [0.05, 0.01, 0.09], [-0.01, 0.01, -0.01], [-0.01, 0.00, 0.01], [-0.23, -0.09, 0.10], [0.03, 0.00, 0.02], [0.00, -0.01, -0.02], [-0.02, 0.14, -0.10], [-0.04, -0.11, 0.00], [-0.01, -0.01, 0.01], [0.11, 0.05, -0.07], [0.00, 0.00, -0.02], [-0.01, 0.00, 0.02], [-0.01, 0.00, -0.01], [-0.01, 0.02, 0.00], [0.00, 0.03, 0.01], [-0.02, -0.01, 0.01], [0.00, -0.01, 0.00], [0.05, -0.06, 0.02], [0.00, 0.03, 0.01], [-0.03, 0.00, 0.00], [-0.01, 0.01, 0.00], [-0.02, 0.04, 0.00], [0.01, -0.01, 0.00], [0.00, 0.02, 0.00], [-0.01, -0.01, 0.01], [0.00, 0.01, -0.01], [-0.02, 0.02, -0.01], [-0.01, 0.01, -0.01]],
  "mulliken_charge": [0.3600, -0.2697, -0.2670, 1.4746, -0.9279, -1.9312, -0.5808, 0.1975, 0.1019, -0.7859, -0.6685, 0.8765, 1.0648, 1.6741, -0.6937, -0.7378, -0.0913, 1.0692, 0.2222, 0.3713, -0.5253, -0.2006, 1.7533, -0.5665, 0.4305, -0.4717, -0.7613, -1.5152, -0.3796, -0.1593, 1.8003, -1.5100, 0.0022, -1.0426, -0.9822, -0.7779, 1.1596, -0.2954, -1.0643, -0.3792, -0.3464, 0.7080, -1.2459, -1.7209, -0.1020, 0.0161, -1.5769, -0.5596, -1.8510, -1.7436, -0.0275, -1.4768, 1.8834, -1.1474, -1.6042, -1.3531, -1.0298, 0.7428, 1.8296, -1.5790, -0.3460, 0.3333, 0.3094, 0.2594, 0.5193, 0.1112, 0.2219, 0.6837, 0.1192, 0.3884, 0.3436, 0.1864, 0.3508, 0.4694, 0.2064, 0.1148, 0.5078, 0.6511, 0.3366, 0.3450, 0.3477, 0.3587, 0.5893, 0.5452, -0.0165, 0.3995, 0.3149, -0.0903, 0.5324, 0.4416, 0.4995, -0.0153, 0.4344, 0.1723, 0.2535, 0.4866, 0.5427, 0.1246, 0.5552, 0.5369, 0.4314, -0.2954, 0.5510, 0.2708, 0.4461, 0.4670, 0.2696, 0.4801, 0.4685, 0.3740, 0.4648, 0.1582],
  "largest_force_ev_per_a": 0.539,
  "s2": 0.7683,
  "e_homo_ev": [-8.381, -8.456],
  "e_lumo_ha": [-0.0436, -0.0242],
  "spin_multiplicity": 2,
  "total_energy_ev": -151993.9776
}